# 1
{
  "formula": "C5H9NO",
  "method": "the ωB97M-V functional and the def2-TZVPD basis",
  "orbital_gap_ev": [6.9385, 7.6459],
  "relative_energy_kj_mol": 563.5,
  "molar_mass_da": 99.1,
  "homo_ev": [-8.5, -8.6],
  "charge": 0,
  "symbols": ["C", "C", "C", "N", "C", "C", "O", "H", "H", "H", "H", "H", "H", "H", "H", "H"],
  "xyz": [[0.9544, -0.3976, 1.2019], [1.1069, 0.8691, -0.7957], [0.0283, 0.1145, -1.4514], [-0.8901, 0.4093, -0.3879], [-1.6893, -0.6691, 0.1449], [0.4832, 1.0258, 0.5106], [0.5019, 1.9473, 1.3334], [0.2326, -0.5179, 2.0201], [1.9377, -0.2025, 1.6345], [0.9601, -1.2778, 0.5607], [1.8747, 1.4778, -1.2660], [-0.2011, 0.6981, -2.3651], [0.2117, -0.9279, -1.7596], [-1.1902, -1.6488, 0.2252], [-2.0533, -0.3717, 1.1307], [-2.5652, -0.7947, -0.5029]]
}


# 2
{
  "formula": "C5H9NO",
  "method": "the ωB97M-V functional and the def2-TZVPD basis",
  "orbital_gap_ev": [6.7599, 6.8397],
  "relative_energy_kj_mol": 504.6,
  "molar_mass_da": 99.1,
  "homo_ev": [-7.4, -7.5],
  "charge": 0,
  "symbols": ["C", "C", "O", "C", "N", "C", "C", "H", "H", "H", "H", "H", "H", "H", "H", "H"],
  "xyz": [[1.6644, -1.0902, 0.0076], [0.5528, -0.0857, 0.0082], [0.9560, 1.1904, 0.5671], [-0.2864, 0.2735, -1.2309], [-1.2281, 1.1968, -0.6243], [-1.7895, 0.3824, 0.4433], [-0.5012, -0.0424, 1.0400], [1.2910, -2.0431, -0.3779], [2.0813, -1.2491, 1.0070], [2.4678, -0.7416, -0.6474], [0.2327, 1.7753, 0.1449], [-0.7347, -0.6469, -1.6534], [0.3209, 0.7607, -2.0001], [-2.3557, -0.5111, 0.0887], [-2.4308, 0.9364, 1.1344], [-0.2405, -0.1052, 2.0930]]
}


# 3
{
  "formula": "C5H9NO",
  "method": "the ωB97M-V functional and the def2-TZVPD basis",
  "orbital_gap_ev": [8.4610, 8.4618],
  "relative_energy_kj_mol": 524.3,
  "molar_mass_da": 99.1,
  "homo_ev": [-7.9, -7.9],
  "charge": 0,
  "symbols": ["C", "N", "C", "C", "C", "O", "C", "H", "H", "H", "H", "H", "H", "H", "H", "H"],
  "xyz": [[0.7250, 0.3900, -1.8039], [0.6569, -0.0383, -0.5839], [1.1275, -0.2945, 0.6251], [-0.2001, -0.8653, 0.2626], [-1.5193, -0.2811, 0.7166], [-2.4666, -1.0219, 0.8714], [-1.5705, 1.1893, 1.0708], [2.5739, -1.6680, -1.4828], [1.5535, 1.0288, -2.0839], [-0.0326, 0.0842, -2.5134], [2.5536, -1.6278, -0.7329], [1.4976, 0.3960, 1.3698], [-0.2771, -1.9235, -0.0042], [-2.6081, 1.4664, 1.2605], [-0.9853, 1.3667, 1.9803], [-1.1495, 1.8161, 0.2779]]
}


# 4
{
  "formula": "C5H9NO",
  "method": "the ωB97M-V functional and the def2-TZVPD basis",
  "orbital_gap_ev": 10.9508,
  "relative_energy_kj_mol": 134.6,
  "molar_mass_da": 99.1,
  "homo_ev": -10.1,
  "charge": 0,
  "symbols": ["C", "C", "C", "C", "O", "C", "N", "H", "H", "H", "H", "H", "H", "H", "H", "H"],
  "xyz": [[-1.0365, -0.3432, 1.1925], [-0.1978, -0.0289, -0.0350], [-0.2903, -1.1351, -1.0863], [-0.2264, 1.4125, -0.5877], [1.2261, 1.4824, -0.5135], [1.2510, 0.3218, 0.2234], [2.1574, -0.2089, 0.9089], [-1.0074, 0.4727, 1.9218], [-2.0814, -0.5268, 0.9165], [-0.6455, -1.2435, 1.6768], [0.0961, -2.0631, -0.6510], [-1.3250, -1.3074, -1.4033], [0.3147, -0.9037, -1.9697], [-0.6485, 2.1391, 0.1140], [-0.6016, 1.5899, -1.5985], [3.0151, 0.3423, 0.8911]]
}


# 5
{
  "formula": "C5H9NO",
  "method": "the ωB97M-V functional and the def2-TZVPD basis",
  "orbital_gap_ev": 9.8307,
  "relative_energy_kj_mol": 379.8,
  "molar_mass_da": 99.1,
  "homo_ev": -9.0,
  "charge": 0,
  "symbols": ["C", "C", "C", "N", "C", "C", "O", "H", "H", "H", "H", "H", "H", "H", "H", "H"],
  "xyz": [[2.1276, -0.5214, -0.6029], [0.9202, -1.4031, -0.4023], [-0.3221, -0.7762, -0.0631], [-1.6095, -0.9546, -0.0151], [-1.1859, 0.4346, 0.0131], [-1.2760, 1.2622, 1.2733], [-1.3683, 1.2044, -1.1335], [2.1989, 0.2493, 0.1628], [3.0524, -1.1022, -0.5770], [2.0574, -0.0318, -1.5767], [0.8093, -2.2306, -1.1066], [0.7018, -1.4760, 0.8489], [-2.2915, 1.6483, 1.3792], [-0.5940, 2.1111, 1.2185], [-1.0298, 0.6555, 2.1422], [-2.1905, 0.9305, -1.5608]]
}


# 6
{
  "formula": "C5H9NO",
  "method": "the ωB97M-V functional and the def2-TZVPD basis",
  "orbital_gap_ev": 9.7061,
  "relative_energy_kj_mol": 391.8,
  "molar_mass_da": 99.1,
  "homo_ev": -8.6,
  "charge": 0,
  "symbols": ["C", "C", "C", "N", "C", "O", "C", "H", "H", "H", "H", "H", "H", "H", "H", "H"],
  "xyz": [[-1.6972, 0.8997, -0.0010], [-0.5302, 0.0178, 0.3912], [0.8534, 0.1715, -0.3642], [1.8166, 0.8356, 0.4988], [0.9177, -1.2989, -0.3907], [-0.0216, -1.8310, -1.3110], [-0.6207, -1.3756, -0.1174], [-1.4529, 1.9544, 0.1474], [-1.9733, 0.7483, -1.0487], [-2.5711, 0.6671, 0.6178], [-0.3882, 0.0464, 1.4827], [0.7681, 0.6310, -1.3553], [1.7797, 1.8512, 0.4139], [2.7845, 0.5912, 0.2875], [1.5547, -1.8367, 0.3016], [-1.2196, -2.0720, 0.4474]]
}


# 7
{
  "formula": "C5H9NO",
  "method": "the ωB97M-V functional and the def2-TZVPD basis",
  "orbital_gap_ev": 9.3741,
  "relative_energy_kj_mol": 257.1,
  "molar_mass_da": 99.1,
  "homo_ev": -8.5,
  "charge": 0,
  "symbols": ["N", "C", "C", "C", "C", "C", "O", "H", "H", "H", "H", "H", "H", "H", "H", "H"],
  "xyz": [[-0.7544, 2.8289, 1.2653], [0.0288, 1.6646, 1.0988], [0.3186, 1.0007, -0.0121], [0.8190, -0.4429, 0.0312], [0.0312, -1.1703, -1.0664], [0.2233, -2.6841, -0.9647], [-0.0050, -3.5781, -1.7321], [-1.4069, 2.7060, 2.0260], [-1.2531, 3.0358, 0.4080], [0.5410, 1.4710, 2.0430], [-0.0232, 1.4118, -0.9590], [0.4416, -0.9214, 0.9278], [1.8724, -0.4109, -0.2282], [0.2211, -0.9050, -2.1077], [-1.0325, -1.0571, -0.8395], [-0.0221, -2.9490, 0.1096]]
}


# 8
{
  "formula": "C5H9NO",
  "method": "the ωB97M-V functional and the def2-TZVPD basis",
  "orbital_gap_ev": 10.1731,
  "relative_energy_kj_mol": 140.0,
  "molar_mass_da": 99.1,
  "homo_ev": -9.3,
  "charge": 0,
  "symbols": ["C", "C", "C", "N", "C", "C", "O", "H", "H", "H", "H", "H", "H", "H", "H", "H"],
  "xyz": [[-1.1492, -2.0755, 0.1776], [-0.4511, -0.8933, -0.5573], [-0.6770, 0.4387, 0.1783], [0.6353, 0.8839, -0.2122], [1.3134, 2.0454, 0.2966], [1.0504, -0.3180, -0.7108], [2.1245, -0.6162, -1.1671], [-1.1445, -1.9519, 1.2709], [-0.7983, -3.0860, -0.0592], [-2.2275, -2.0536, -0.0781], [-0.8890, -0.8279, -1.5590], [-1.4973, 1.0678, -0.1791], [-0.7131, 0.2971, 1.2663], [2.3596, 2.0793, -0.0256], [0.7930, 2.9452, -0.0505], [1.2615, 2.0271, 1.3937]]
}